Molecular formula: C23H62NO11P
Method: DFT, ωB97M-V/def2-TZVPD

SMILES = CCP(C)[C@@H]1OC(=O)[C@@H](N)[C@@H]1O.CCO.CCO.CCO.CCO.CCO.CCO.CCO.CCO
gap between HOMO and LUMO = 8.45 eV
HOMO = -0.297 Ha
DFT total energy = -58154.9150 eV
multiplicity = 1

Last column: Löwdin charge in e.
Positions of all 98 atoms, in Å:
C  4.16  -2.19  -0.45  -0.1500
C  3.59  -1.48  -1.69  -0.3955
P  2.41  -0.08  -1.46  1.0205
C  2.40  0.55  0.28  -0.2601
C  0.74  -0.89  -1.67  -0.3864
O  -0.37  0.02  -1.66  0.0234
C  -1.37  -0.38  -0.87  -0.4826
O  -2.44  0.03  -0.92  0.1979
C  -0.77  -1.40  0.07  -0.2629
N  -1.66  -2.28  0.82  0.0912
C  0.33  -2.04  -0.75  -0.2886
O  1.29  -2.60  0.13  -0.0293
H  4.19  -1.58  0.45  0.0328
H  5.18  -2.47  -0.66  0.0641
H  3.65  -3.11  -0.24  0.0527
H  4.42  -1.12  -2.28  0.0518
H  3.08  -2.23  -2.28  0.0602
H  1.42  0.47  0.73  0.0257
H  2.61  1.61  0.23  0.0030
H  3.16  0.13  0.94  0.0226
H  0.78  -1.23  -2.70  0.0783
H  -0.29  -0.75  0.82  0.1459
H  -1.81  -1.88  1.73  0.0801
H  -1.16  -3.16  0.96  0.0765
H  -0.05  -2.91  -1.27  0.1635
H  1.26  -2.17  1.00  0.0977
C  -6.01  2.57  -1.38  -0.0870
C  -5.64  2.38  0.08  -0.3207
O  -4.94  1.16  0.27  -0.0868
H  -6.64  1.74  -1.71  0.0616
H  -6.56  3.50  -1.53  0.0731
H  -5.12  2.58  -2.01  0.0747
H  -6.53  2.35  0.71  0.0931
H  -5.01  3.21  0.43  0.1087
H  -4.14  1.18  -0.27  0.0418
C  0.32  0.00  -6.64  -0.0829
C  0.71  -0.16  -5.18  -0.3078
O  1.48  -1.35  -4.98  -0.1141
H  -0.26  -0.86  -6.97  0.0784
H  -0.27  0.91  -6.79  0.0770
H  1.21  0.06  -7.28  0.0740
H  -0.17  -0.23  -4.56  0.1086
H  1.30  0.70  -4.84  0.1123
H  2.27  -1.28  -5.52  0.0808
C  3.89  -4.28  -5.13  -0.0883
C  3.28  -4.41  -6.52  -0.3232
O  1.86  -4.38  -6.46  -0.0824
H  3.54  -5.09  -4.49  0.0787
H  4.98  -4.32  -5.18  0.0745
H  3.59  -3.34  -4.66  0.0504
H  3.56  -5.35  -6.98  0.1099
H  3.63  -3.59  -7.17  0.1061
H  1.60  -3.54  -6.07  0.0506
C  -9.53  1.38  1.88  -0.0915
C  -9.63  2.88  2.11  -0.3252
O  -10.93  3.35  1.76  -0.0860
H  -9.74  1.14  0.84  0.0708
H  -8.54  1.01  2.13  0.0713
H  -10.26  0.85  2.49  0.0719
H  -8.91  3.41  1.49  0.1019
H  -9.42  3.13  3.16  0.1077
H  -11.57  2.90  2.31  0.0783
C  3.23  4.14  3.65  -0.0887
C  3.13  2.87  2.83  -0.3214
O  3.53  3.10  1.48  -0.1035
H  2.61  4.93  3.22  0.0752
H  2.92  3.97  4.68  0.0732
H  4.26  4.51  3.67  0.0723
H  2.10  2.52  2.80  0.1113
H  3.75  2.08  3.25  0.0897
H  4.44  3.40  1.49  0.0888
C  5.73  -1.03  4.82  -0.0921
C  5.19  -0.91  3.41  -0.3225
O  5.49  0.37  2.85  -0.0963
H  5.31  -0.25  5.46  0.0769
H  5.49  -2.00  5.25  0.0785
H  6.82  -0.90  4.84  0.0610
H  4.11  -1.02  3.40  0.1074
H  5.62  -1.69  2.77  0.1064
H  6.45  0.47  2.84  0.0867
C  7.92  1.23  8.81  -0.0927
C  7.80  -0.01  7.94  -0.3191
O  8.23  0.25  6.61  -0.0980
H  7.32  2.04  8.40  0.0761
H  7.57  1.03  9.83  0.0743
H  8.95  1.57  8.86  0.0719
H  6.76  -0.34  7.88  0.1061
H  8.40  -0.83  8.36  0.1093
H  9.15  0.54  6.65  0.0824
C  -8.90  0.61  -4.35  -0.0935
C  -9.50  0.45  -2.97  -0.3338
O  -10.70  -0.32  -3.01  -0.0866
H  -9.61  1.10  -5.02  0.0755
H  -7.99  1.21  -4.31  0.0671
H  -8.66  -0.36  -4.78  0.0724
H  -9.76  1.42  -2.54  0.1102
H  -8.79  -0.04  -2.29  0.1048
H  -10.48  -1.19  -3.37  0.0784


Molecular formula: C23H62O9
Method: DFT, ωB97M-V/def2-TZVPD

SMILES = CC(C)O.CC(C)O.CC(C)O.CC(C)O.CC(C)O.CC(C)O.CC(C)O.OCCO
gap between HOMO and LUMO = 10.04 eV
HOMO = -0.353 Ha
DFT total energy = -43271.5451 eV
multiplicity = 1

Last column: Löwdin charge in e.
Positions of all 94 atoms, in Å:
C  4.10  3.59  -4.14  -0.0964
C  2.79  4.00  -3.68  -0.5092
C  1.78  2.79  -3.72  -0.0366
O  3.00  4.42  -2.37  -0.0236
H  4.19  3.56  -5.33  0.1462
H  4.49  2.63  -3.88  0.0707
H  4.81  4.20  -3.83  0.0194
H  2.63  4.88  -4.39  0.1598
H  0.72  3.33  -3.48  0.1173
H  2.12  1.91  -3.07  0.0814
H  1.69  2.34  -4.83  0.1180
H  3.64  5.06  -2.29  0.0767
C  4.52  -2.61  -4.95  -0.0741
C  4.15  -1.32  -5.61  -0.4911
C  3.75  -0.29  -4.56  -0.0698
O  5.32  -0.79  -6.36  -0.1147
H  4.64  -3.31  -5.68  0.0418
H  3.69  -2.92  -4.40  0.0504
H  5.49  -2.29  -4.27  0.1550
H  3.33  -1.61  -6.45  0.1765
H  2.82  -0.64  -4.16  0.0491
H  3.52  0.61  -5.01  0.0316
H  4.57  -0.30  -3.78  0.1131
H  5.05  -0.67  -7.34  0.1234
C  -2.55  1.31  4.90  -0.0442
C  -1.23  2.00  5.21  -0.4211
C  -0.15  1.48  4.19  -0.0579
O  -1.38  3.28  4.66  -0.0860
H  -3.34  1.55  5.50  0.0514
H  -2.45  0.38  5.33  0.0493
H  -2.80  1.28  3.90  0.0650
H  -1.04  1.89  6.29  0.1450
H  0.71  2.06  4.27  0.0309
H  -0.29  1.43  2.97  0.1381
H  0.25  0.54  4.51  0.0361
H  -0.64  3.84  4.99  0.1079
C  -0.09  -1.09  0.70  0.0042
C  0.59  -0.13  -0.35  -0.4396
C  1.10  -0.88  -1.62  -0.0401
O  -0.37  0.87  -0.63  -0.0717
H  -0.81  -1.56  0.17  0.0404
H  -0.38  -0.55  1.59  0.0649
H  0.49  -1.70  1.12  -0.0024
H  1.42  0.52  -0.07  0.1225
H  1.64  -0.12  -2.37  0.0791
H  0.10  -1.25  -1.96  0.0815
H  1.85  -1.70  -1.36  0.0949
H  0.12  1.70  -0.68  0.0485
C  -3.13  -4.01  -0.86  -0.0203
C  -2.59  -4.73  0.48  -0.5931
C  -3.21  -3.91  1.61  -0.0585
O  -3.05  -5.89  0.56  0.0414
H  -2.70  -3.06  -0.96  0.0144
H  -4.11  -3.79  -0.88  0.0181
H  -2.63  -4.59  -1.86  0.1481
H  -1.44  -4.79  0.58  0.1558
H  -2.91  -2.92  1.57  0.0199
H  -2.98  -4.31  2.64  0.0679
H  -4.48  -3.89  1.54  0.1605
H  -2.96  -6.15  1.39  0.0360
C  -0.26  -2.40  4.15  -0.0616
C  -0.08  -3.88  3.97  -0.4029
C  0.96  -4.51  4.91  -0.0734
O  -1.37  -4.51  4.52  -0.1432
H  0.59  -1.91  3.90  0.0305
H  -0.49  -2.13  5.23  0.1248
H  -0.84  -1.91  3.38  0.0606
H  -0.05  -4.21  3.07  0.0593
H  0.80  -4.49  6.15  0.1542
H  1.92  -3.84  4.82  0.0968
H  1.14  -5.42  4.41  0.0423
H  -1.35  -5.52  4.40  0.1056
C  -0.46  4.98  -1.04  -0.0278
C  0.65  4.54  -0.08  -0.5220
C  0.19  4.30  1.25  -0.0731
O  1.25  3.38  -0.59  -0.0729
H  -0.12  5.20  -2.02  0.0451
H  -0.97  5.90  -0.84  0.0729
H  -1.12  4.16  -1.27  0.0876
H  1.58  5.02  -0.30  0.1259
H  -0.23  5.19  1.83  0.1068
H  1.00  3.90  1.93  0.0951
H  -0.69  3.55  1.33  0.1157
H  1.80  3.62  -1.31  0.0072
O  -6.15  0.33  0.70  -0.0801
C  -5.31  -0.30  -0.23  -0.2480
C  -3.96  0.43  -0.23  -0.2780
O  -3.13  -0.10  -1.19  0.0013
H  -6.00  0.02  1.64  0.1221
H  -5.12  -1.40  -0.06  0.1368
H  -5.58  0.06  -1.13  0.0837
H  -3.54  0.46  0.80  0.1144
H  -4.06  1.59  -0.47  0.1559
H  -2.34  0.19  -1.14  -0.0633


no.,LUMO level (eV)
1,0.38
2,0.44